Below is the molecule C17H25N3O2S2, with properties calculated with ωB97M-V/def2-TZVPD.

Results
HOMO: -7.7 eV
Orbital gap: 8.1 eV
SMILES: CCn1c(SCC(=O)NC2CCCCC2)nc2c(c1=O)S[C@H](C)C2
ΔE to the lowest compared entry with this formula, charge and spin: 5.1 kcal per mole

```
49
Properties=species:S:1:pos:R:3:forces:R:3
S -5.6723 1.5873 2.5336 -0.2 0.2 0.1
S -0.3927 -0.5776 0.2219 0.3 -0.2 -0.2
O 2.5287 1.9861 -0.5467 0.1 0.3 0.0
O -5.0615 -1.4036 1.6471 -0.3 -0.2 0.1
N 2.2811 -0.2203 -0.9557 0.1 -0.4 -0.2
N -2.9212 -0.9347 1.0097 0.0 0.2 0.0
N -2.0210 1.2303 1.1761 0.4 0.0 -0.1
C 5.5043 -2.0684 -3.0661 0.2 0.3 0.0
C 4.4113 -1.4253 -0.9026 0.2 0.4 0.0
C -2.1308 -3.1088 1.8417 -0.1 0.1 -0.1
C -3.1946 1.6574 1.6770 -0.7 -0.6 0.1
C -4.1875 -0.5726 1.5299 0.2 0.4 0.0
C 3.5425 -0.4092 -1.6449 0.0 -0.2 -0.1
C 5.7399 -1.6144 -1.6289 -0.2 -0.3 0.0
C 3.3028 -0.8675 -3.0841 0.2 0.3 0.0
C 1.8801 0.9648 -0.4702 -0.5 -0.2 0.2
C 4.6333 -1.0581 -3.8064 -0.1 -0.3 0.0
C -4.7614 3.1957 2.7722 -0.3 -0.3 0.1
C -1.9274 -0.0261 0.8715 0.2 0.6 0.0
C 0.5208 0.9946 0.2199 -0.3 0.1 0.1
C -2.7306 -2.3347 0.6740 0.0 -0.5 0.0
C -3.4247 3.0922 2.0294 0.0 -0.1 0.0
C -4.2596 0.8242 1.8620 0.3 0.4 0.1
C -5.6227 4.3507 2.2962 0.0 -0.1 0.1
H 2.6934 -0.1272 -3.6057 -0.1 0.0 0.0
H -4.5997 3.2714 3.8502 0.1 0.0 -0.1
H -2.0867 -2.3970 -0.2070 -0.2 0.0 0.0
H 6.3471 -2.3508 -1.0991 0.1 0.1 0.0
H -1.1602 -2.7020 2.1161 0.1 0.0 0.1
H -5.1032 5.2935 2.4577 0.0 0.1 0.0
H 4.0339 0.5691 -1.6447 0.0 -0.1 0.0
H 5.1542 -0.1001 -3.8593 0.0 0.1 -0.1
H 6.2859 -0.6689 -1.6320 0.1 0.0 0.0
H 5.0090 -3.0421 -3.0633 0.0 -0.1 0.0
H 4.4520 -1.3983 -4.8276 0.0 0.1 0.0
H -2.0068 -4.1506 1.5615 0.0 -0.1 0.0
H -3.4530 3.6771 1.1050 0.0 0.0 0.0
H -2.7957 -3.0549 2.7001 0.0 0.0 0.1
H 2.7535 -1.8127 -3.0726 -0.1 -0.1 0.0
H 6.4601 -2.1812 -3.5806 0.0 -0.1 0.0
H -0.1089 1.7396 -0.2671 0.2 0.0 0.1
H 1.6888 -1.0312 -0.8605 0.0 0.1 0.0
H 0.6591 1.3028 1.2571 0.0 0.1 -0.1
H -5.8431 4.2468 1.2361 0.0 0.0 -0.1
H -3.7208 -2.7321 0.4372 0.2 0.1 -0.1
H 4.5855 -1.0797 0.1179 -0.1 0.0 0.0
H 3.8821 -2.3806 -0.8520 -0.1 -0.1 0.0
H -6.5626 4.3731 2.8421 -0.1 0.1 0.0
H -2.6010 3.4740 2.6337 0.0 0.0 0.0
```
Positions in Å, forces in eV/Å.